No. 1
Entry from the OMol25 dataset: 2 unconnected molecules or ions with the total composition C21H26B2F4N6O6PS at a distorted geometry (ωB97M-V with the def2-TZVPD basis set).

XYZ file:
```
67
Properties=species:S:1:pos:R:3
S 2.354 2.340 0.003
P -1.058 0.569 2.782
F -0.601 -5.152 1.088
F 1.623 -4.828 1.301
F 0.409 -2.962 -2.739
F 0.292 -4.576 3.111
O -2.955 0.895 0.119
O -1.950 -2.964 2.345
O 4.127 -0.402 -0.160
O 2.249 0.188 2.477
O 2.266 -2.195 3.092
O -0.159 1.952 2.356
N -2.699 1.206 3.140
N -1.034 -2.163 1.711
N -1.630 -2.601 4.916
N -4.000 -1.015 1.356
N -3.015 5.214 2.863
N 0.011 0.682 -0.335
C 3.730 -1.313 -2.357
C -1.202 -0.697 1.330
C 4.142 0.206 -4.552
C 1.185 1.223 -0.413
C 4.419 -1.136 -5.300
C 3.794 0.117 -3.038
C 4.347 -2.557 -4.646
C 0.143 -2.752 1.389
C 0.378 -4.287 1.701
C 0.167 -1.578 -2.432
C -1.991 -2.617 3.753
C 1.106 -1.590 0.732
C -4.228 5.657 -0.743
C 2.324 -2.215 -0.097
C -2.719 5.493 -0.612
C -2.317 4.470 0.452
C -0.070 -0.705 0.140
C 4.005 -2.643 -3.131
C -0.844 -1.367 -1.159
C -2.704 4.888 1.803
C 3.384 -1.247 -0.771
B 1.898 -1.157 2.128
B -2.761 -0.312 0.931
H -2.269 6.465 -0.390
H 3.952 -3.611 -2.518
H 4.185 1.249 -5.037
H 2.366 -1.737 3.960
H 3.598 1.079 -2.436
H -3.338 0.635 -0.748
H -2.762 3.497 0.223
H -4.001 -1.260 2.356
H 4.688 -1.085 -6.417
H -4.461 6.363 -1.544
H 1.089 -0.954 -2.182
H 3.098 0.097 2.987
H 2.022 -3.028 -0.870
H 4.542 -3.522 -5.230
H -2.649 1.474 4.135
H -2.319 5.168 -1.577
H -1.230 4.337 0.421
H -2.774 2.114 2.624
H -0.265 -1.114 -3.404
H -0.350 2.691 2.988
H -1.587 -0.608 -1.628
H -1.346 -2.367 -0.890
H -4.708 4.704 -0.981
H -4.242 -1.816 0.753
H -4.671 6.044 0.178
H 2.942 -2.818 0.688
```

Summary:
HOMO-LUMO gap	5.6	eV
HOMO level	-11.2733	eV
total charge	+1

Here are the Mulliken charges for atoms 1 to 2, given in e: S -0.06; P 0.12



No. 2
Entry from the OMol25 dataset: a molecular structure, C21H26BeF2KLiNaO11S at a distorted geometry (ωB97M-V with the def2-TZVPD basis set).

XYZ file:
```
65
Properties=species:S:1:pos:R:3
K -3.645 2.232 -4.359
S -1.209 1.173 -0.648
Na 1.307 -0.426 4.898
F 4.291 -8.386 -0.225
F -2.546 1.114 -3.169
O 3.194 -0.097 4.620
O 5.084 -6.703 0.933
O -6.584 6.359 -4.068
O 5.115 -7.915 6.081
O -2.164 0.099 -0.647
O 4.172 0.264 0.004
O -4.291 5.400 -2.489
O -0.421 1.180 -1.845
O 4.613 -5.910 5.187
O 5.921 -7.376 4.088
O -2.114 -4.430 -2.226
C -5.040 5.600 -1.298
C -4.993 4.643 -3.461
C -5.553 5.527 -4.557
C 5.159 -3.654 1.555
C 2.963 -0.549 3.493
C 4.044 -1.543 1.533
C 3.528 -0.359 0.828
C 5.217 -6.984 5.044
C 1.173 0.450 0.309
C 3.739 -1.633 2.906
C -0.098 0.779 0.707
C 4.155 -2.757 3.605
C -2.145 -3.053 -2.485
C 4.831 -3.746 2.903
C 1.776 -0.021 2.563
C 2.131 0.048 1.229
C -6.163 7.700 -3.854
C -0.472 0.771 2.050
C 4.751 -2.516 0.857
C 0.427 0.369 3.017
C -2.073 2.730 -0.430
Be -0.990 -5.327 -2.147
Li 5.508 0.903 -1.665
H 4.946 -2.362 -0.199
H 0.151 0.352 4.103
H 5.668 -8.597 5.669
H 5.116 -4.652 3.454
H 5.365 -7.111 0.099
H -6.018 8.207 -4.812
H -5.997 4.889 -5.331
H -4.758 6.117 -5.023
H -1.318 3.482 -0.186
H -2.250 -2.766 -3.538
H -1.261 -2.479 -2.178
H -6.042 5.976 -1.512
H 1.398 0.499 -0.752
H -2.549 3.032 -1.383
H -2.852 2.632 0.325
H -6.951 8.211 -3.304
H -1.480 1.031 2.357
H -5.788 4.051 -2.994
H -4.274 3.958 -3.898
H -2.954 -2.499 -2.003
H 3.919 -2.889 4.656
H 5.696 -4.414 1.001
H -5.241 7.746 -3.271
H -5.112 4.664 -0.733
H 4.502 -7.373 1.308
H -4.513 6.335 -0.692
```

Summary:
HOMO-LUMO gap	1.9	eV
HOMO level	-7.8785	eV
total charge	+1

Here are the Mulliken charges for atoms 1 to 2, given in e: K 0.97; S 1.81



No. 3
Entry from the OMol25 dataset: a molecular structure, C21H26BrN3O4Te4Ti (ωB97M-V with the def2-TZVPD basis set).

XYZ file:
```
60
Properties=species:S:1:pos:R:3
Te 2.715 -1.187 -0.139
Te 5.347 -0.905 -0.479
Te 4.923 0.759 3.111
Te 2.419 0.050 2.531
Br -1.180 -2.575 -5.500
Ti -0.074 -0.875 0.949
O -1.347 2.704 -1.899
O -0.714 0.967 1.281
O 0.093 -2.663 1.895
O 1.571 2.487 -1.607
N -0.407 -1.384 -1.025
N -2.017 -1.446 1.453
N -2.185 -2.805 1.722
C 0.310 -5.287 2.697
C -0.939 -4.741 2.422
C -1.973 -6.832 3.018
C 0.765 3.512 -1.097
C -0.846 -2.095 -3.691
C -1.927 1.432 1.370
C 0.415 -6.600 3.137
C -2.081 -5.523 2.583
C -0.486 -0.446 -2.013
C -2.006 2.936 1.439
C -0.413 3.753 -2.005
C -0.724 -3.077 -2.715
C -0.718 -0.758 -3.332
C -1.016 -3.326 1.962
C 2.807 2.420 -0.898
C -2.392 2.802 -2.827
C -3.074 0.682 1.411
C -3.118 -0.739 1.491
C -0.723 -7.377 3.298
C -4.435 -1.425 1.706
C -0.523 -2.693 -1.408
H -0.790 -4.128 -2.960
H -1.117 3.313 1.945
H -0.061 3.830 -3.043
H -3.044 -5.080 2.363
H -2.866 -7.435 3.140
H -0.329 0.580 -1.710
H -5.253 -0.715 1.580
H -0.888 4.709 -1.732
H 3.385 1.595 -1.304
H 2.666 2.253 0.174
H -4.486 -1.859 2.707
H -2.899 3.268 1.971
H -0.759 0.031 -4.070
H -2.022 2.710 -3.857
H -3.083 1.986 -2.622
H 1.332 4.455 -1.033
H -4.013 1.212 1.505
H 1.392 -7.017 3.351
H -0.443 -3.436 -0.628
H -0.640 -8.402 3.639
H -2.021 3.348 0.430
H 0.421 3.253 -0.086
H -4.551 -2.251 1.005
H 1.184 -4.664 2.561
H 3.346 3.362 -1.068
H -2.924 3.760 -2.734
```

Summary:
HOMO-LUMO gap (spin up / spin down)	3.8 / 3.7	eV
energy relative to the best compared isomer or geometry (same formula, charge and spin)	1.646	eV
HOMO level (spin up / spin down)	-0.0698 / -0.0067	eV
total charge	-2

Here are the Mulliken charges for atoms 1 to 2, given in e: Te -0.45; Te -0.54



Copy entry 2 word for word.
Entry from the OMol25 dataset: a molecular structure, C21H26BeF2KLiNaO11S at a distorted geometry (ωB97M-V with the def2-TZVPD basis set).

XYZ file:
```
65
Properties=species:S:1:pos:R:3
K -3.645 2.232 -4.359
S -1.209 1.173 -0.648
Na 1.307 -0.426 4.898
F 4.291 -8.386 -0.225
F -2.546 1.114 -3.169
O 3.194 -0.097 4.620
O 5.084 -6.703 0.933
O -6.584 6.359 -4.068
O 5.115 -7.915 6.081
O -2.164 0.099 -0.647
O 4.172 0.264 0.004
O -4.291 5.400 -2.489
O -0.421 1.180 -1.845
O 4.613 -5.910 5.187
O 5.921 -7.376 4.088
O -2.114 -4.430 -2.226
C -5.040 5.600 -1.298
C -4.993 4.643 -3.461
C -5.553 5.527 -4.557
C 5.159 -3.654 1.555
C 2.963 -0.549 3.493
C 4.044 -1.543 1.533
C 3.528 -0.359 0.828
C 5.217 -6.984 5.044
C 1.173 0.450 0.309
C 3.739 -1.633 2.906
C -0.098 0.779 0.707
C 4.155 -2.757 3.605
C -2.145 -3.053 -2.485
C 4.831 -3.746 2.903
C 1.776 -0.021 2.563
C 2.131 0.048 1.229
C -6.163 7.700 -3.854
C -0.472 0.771 2.050
C 4.751 -2.516 0.857
C 0.427 0.369 3.017
C -2.073 2.730 -0.430
Be -0.990 -5.327 -2.147
Li 5.508 0.903 -1.665
H 4.946 -2.362 -0.199
H 0.151 0.352 4.103
H 5.668 -8.597 5.669
H 5.116 -4.652 3.454
H 5.365 -7.111 0.099
H -6.018 8.207 -4.812
H -5.997 4.889 -5.331
H -4.758 6.117 -5.023
H -1.318 3.482 -0.186
H -2.250 -2.766 -3.538
H -1.261 -2.479 -2.178
H -6.042 5.976 -1.512
H 1.398 0.499 -0.752
H -2.549 3.032 -1.383
H -2.852 2.632 0.325
H -6.951 8.211 -3.304
H -1.480 1.031 2.357
H -5.788 4.051 -2.994
H -4.274 3.958 -3.898
H -2.954 -2.499 -2.003
H 3.919 -2.889 4.656
H 5.696 -4.414 1.001
H -5.241 7.746 -3.271
H -5.112 4.664 -0.733
H 4.502 -7.373 1.308
H -4.513 6.335 -0.692
```

Summary:
HOMO-LUMO gap	1.9	eV
HOMO level	-7.8785	eV
total charge	+1

Here are the Mulliken charges for atoms 1 to 2, given in e: K 0.97; S 1.81



The lowest total charge belongs to which entry?
C21H26BrN3O4Te4Ti



What did the first record say?
Entry from the OMol25 dataset: 2 unconnected molecules or ions with the total composition C21H26B2F4N6O6PS at a distorted geometry (ωB97M-V with the def2-TZVPD basis set).

XYZ file:
```
67
Properties=species:S:1:pos:R:3
S 2.354 2.340 0.003
P -1.058 0.569 2.782
F -0.601 -5.152 1.088
F 1.623 -4.828 1.301
F 0.409 -2.962 -2.739
F 0.292 -4.576 3.111
O -2.955 0.895 0.119
O -1.950 -2.964 2.345
O 4.127 -0.402 -0.160
O 2.249 0.188 2.477
O 2.266 -2.195 3.092
O -0.159 1.952 2.356
N -2.699 1.206 3.140
N -1.034 -2.163 1.711
N -1.630 -2.601 4.916
N -4.000 -1.015 1.356
N -3.015 5.214 2.863
N 0.011 0.682 -0.335
C 3.730 -1.313 -2.357
C -1.202 -0.697 1.330
C 4.142 0.206 -4.552
C 1.185 1.223 -0.413
C 4.419 -1.136 -5.300
C 3.794 0.117 -3.038
C 4.347 -2.557 -4.646
C 0.143 -2.752 1.389
C 0.378 -4.287 1.701
C 0.167 -1.578 -2.432
C -1.991 -2.617 3.753
C 1.106 -1.590 0.732
C -4.228 5.657 -0.743
C 2.324 -2.215 -0.097
C -2.719 5.493 -0.612
C -2.317 4.470 0.452
C -0.070 -0.705 0.140
C 4.005 -2.643 -3.131
C -0.844 -1.367 -1.159
C -2.704 4.888 1.803
C 3.384 -1.247 -0.771
B 1.898 -1.157 2.128
B -2.761 -0.312 0.931
H -2.269 6.465 -0.390
H 3.952 -3.611 -2.518
H 4.185 1.249 -5.037
H 2.366 -1.737 3.960
H 3.598 1.079 -2.436
H -3.338 0.635 -0.748
H -2.762 3.497 0.223
H -4.001 -1.260 2.356
H 4.688 -1.085 -6.417
H -4.461 6.363 -1.544
H 1.089 -0.954 -2.182
H 3.098 0.097 2.987
H 2.022 -3.028 -0.870
H 4.542 -3.522 -5.230
H -2.649 1.474 4.135
H -2.319 5.168 -1.577
H -1.230 4.337 0.421
H -2.774 2.114 2.624
H -0.265 -1.114 -3.404
H -0.350 2.691 2.988
H -1.587 -0.608 -1.628
H -1.346 -2.367 -0.890
H -4.708 4.704 -0.981
H -4.242 -1.816 0.753
H -4.671 6.044 0.178
H 2.942 -2.818 0.688
```

Summary:
HOMO-LUMO gap	5.6	eV
HOMO level	-11.2733	eV
total charge	+1

Here are the Mulliken charges for atoms 1 to 2, given in e: S -0.06; P 0.12